Molecular formula: C42H114N18O18
Method: DFT, ωB97M-V with the def2-TZVPD basis set

For the energy above the lowest of the compared OMol25 structures with the same formula, charge and spin, the calculation gives 891.8 kJ/mol. As for the total energy: -109070.48188 eV. The molar mass comes out at 1159.482 g/mol. Its spin multiplicity is 1. As for the SMILES: COCCNCCOC.COCCNCCOC.COCCNCCOC.COCCNCCOC.COCCNCCOC.COCCNCCOC.NC(N)=O.NC(N)=O.NC(N)=O.NC(N)=O.NC(N)=O.NC(N)=O. For the frontier orbital gap, the calculation gives 8.45 eV.

Bonds (Å) are listed after each position.
Cartesian coordinates (Å):
1 C 14.118 -16.493 2.710  O2 1.432, H10 1.090, H11 1.090, H12 1.090
2 O 12.955 -16.894 1.976  C1 1.432, C3 1.441
3 C 13.131 -16.716 0.557  O2 1.441, C4 1.552, H13 1.090, H14 1.090
4 C 13.881 -17.893 -0.122  C3 1.552, N5 1.460, H15 1.090, H16 1.090
5 N 13.020 -18.785 -0.894  C4 1.460, C6 1.429, H17 1.010
6 C 12.225 -19.669 -0.100  N5 1.429, C7 1.549, H18 1.090, H19 1.090
7 C 11.440 -20.612 -1.046  C6 1.549, O8 1.428, H20 1.090, H21 1.090
8 O 10.362 -19.854 -1.595  C7 1.428, C9 1.429
9 C 9.641 -20.459 -2.670  O8 1.429, H22 1.090, H23 1.090, H24 1.090
10 H 15.088 -16.839 2.354  C1 1.090
11 H 13.965 -16.943 3.691  C1 1.090
12 H 14.331 -15.439 2.889  C1 1.090
13 H 13.529 -15.714 0.393  C3 1.090
14 H 12.140 -16.630 0.112  C3 1.090
15 H 14.550 -18.531 0.455  C4 1.090
16 H 14.584 -17.323 -0.729  C4 1.090
17 H 12.423 -18.327 -1.567  N5 1.010
18 H 11.577 -19.014 0.481  C6 1.090
19 H 12.862 -20.242 0.574  C6 1.090
20 H 11.065 -21.488 -0.517  C7 1.090
21 H 12.095 -21.156 -1.727  C7 1.090
22 H 8.988 -19.696 -3.093  C9 1.090
23 H 9.012 -21.247 -2.256  C9 1.090
24 H 10.343 -20.930 -3.358  C9 1.090
25 C 9.155 -13.356 -0.340  O26 1.423, H34 1.090, H35 1.090, H36 1.090
26 O 8.893 -13.790 -1.670  C25 1.423, C27 1.370
27 C 9.458 -14.975 -2.064  O26 1.370, C28 1.524, H37 1.090, H38 1.090
28 C 8.776 -15.872 -3.090  C27 1.524, N29 1.521, H39 1.090, H40 1.090
29 N 8.860 -15.270 -4.485  C28 1.521, C30 1.458, H41 1.010
30 C 8.041 -16.003 -5.443  N29 1.458, C31 1.537, H42 1.090, H43 1.090
31 C 7.836 -15.276 -6.782  C30 1.537, O32 1.470, H44 1.090, H45 1.090
32 O 6.801 -15.992 -7.541  C31 1.470, C33 1.427
33 C 7.244 -17.301 -7.893  O32 1.427, H46 1.090, H47 1.090, H48 1.090
34 H 8.989 -12.282 -0.258  C25 1.090
35 H 10.178 -13.602 -0.055  C25 1.090
36 H 8.462 -13.952 0.253  C25 1.090
37 H 9.599 -15.744 -1.306  C27 1.090
38 H 10.442 -14.609 -2.359  C27 1.090
39 H 7.742 -15.998 -2.767  C28 1.090
40 H 9.249 -16.850 -3.174  C28 1.090
41 H 9.806 -15.252 -4.839  N29 1.010
42 H 7.074 -16.164 -4.968  C30 1.090
43 H 8.455 -17.003 -5.570  C30 1.090
44 H 8.794 -15.223 -7.300  C31 1.090
45 H 7.463 -14.262 -6.635  C31 1.090
46 H 7.440 -17.995 -7.075  C33 1.090
47 H 8.167 -17.352 -8.472  C33 1.090
48 H 6.551 -17.775 -8.589  C33 1.090
49 C 6.133 -23.017 5.908  O50 1.445, H58 1.090, H59 1.090, H60 1.090
50 O 6.837 -21.810 5.536  C49 1.445, C51 1.400
51 C 7.983 -21.999 4.755  O50 1.400, C52 1.532, H61 1.090, H62 1.090
52 C 8.538 -20.618 4.389  C51 1.532, N53 1.494, H63 1.090, H64 1.090
53 N 7.695 -19.834 3.437  C52 1.494, C54 1.437, H65 1.010
54 C 7.692 -20.338 2.091  N53 1.437, C55 1.614, H66 1.090, H67 1.090
55 C 6.587 -19.521 1.246  C54 1.614, O56 1.441, H68 1.090, H69 1.090
56 O 6.750 -18.093 1.140  C55 1.441, C57 1.444
57 C 7.870 -17.674 0.331  O56 1.444, H70 1.090, H71 1.090, H72 1.090
58 H 5.304 -22.723 6.553  C49 1.090
59 H 6.750 -23.633 6.562  C49 1.090
60 H 5.754 -23.629 5.090  C49 1.090
61 H 7.638 -22.477 3.839  C51 1.090
62 H 8.720 -22.631 5.252  C51 1.090
63 H 9.445 -20.656 3.786  C52 1.090
64 H 8.856 -19.931 5.173  C52 1.090
65 H 8.003 -18.873 3.475  N53 1.010
66 H 7.588 -21.422 2.045  C54 1.090
67 H 8.656 -20.144 1.621  C54 1.090
68 H 5.645 -19.581 1.790  C55 1.090
69 H 6.343 -19.806 0.222  C55 1.090
70 H 8.848 -17.983 0.701  C57 1.090
71 H 7.883 -16.585 0.294  C57 1.090
72 H 7.837 -17.780 -0.753  C57 1.090
73 C 7.992 -22.983 14.367  O74 1.441, H82 1.090, H83 1.090, H84 1.090
74 O 7.243 -23.306 13.179  C73 1.441, C75 1.450
75 C 6.684 -24.644 13.126  O74 1.450, C76 1.552, H85 1.090, H86 1.090
76 C 6.530 -25.091 11.648  C75 1.552, N77 1.539, H87 1.090, H88 1.090
77 N 5.825 -24.054 10.756  C76 1.539, C78 1.467, H89 1.010
78 C 5.763 -24.440 9.341  N77 1.467, C79 1.523, H90 1.090, H91 1.090
79 C 4.569 -25.364 9.141  C78 1.523, O80 1.408, H92 1.090, H93 1.090
80 O 4.226 -25.580 7.793  C79 1.408, C81 1.449
81 C 3.335 -24.594 7.216  O80 1.449, H94 1.090, H95 1.090, H96 1.090
82 H 7.292 -22.893 15.198  C73 1.090
83 H 8.288 -21.937 14.291  C73 1.090
84 H 8.714 -23.772 14.575  C73 1.090
85 H 5.775 -24.756 13.717  C75 1.090
86 H 7.319 -25.444 13.506  C75 1.090
87 H 6.218 -26.129 11.531  C76 1.090
88 H 7.545 -25.066 11.250  C76 1.090
89 H 6.248 -23.138 10.809  N77 1.010
90 H 6.730 -24.872 9.082  C78 1.090
91 H 5.729 -23.603 8.644  C78 1.090
92 H 3.738 -25.135 9.809  C79 1.090
93 H 5.007 -26.322 9.418  C79 1.090
94 H 3.640 -23.547 7.219  C81 1.090
95 H 2.389 -24.583 7.758  C81 1.090
96 H 3.260 -24.812 6.151  C81 1.090
97 C 1.794 -23.855 3.669  O98 1.376, H106 1.090, H107 1.090, H108 1.090
98 O 1.916 -23.734 2.303  C97 1.376, C99 1.424
99 C 2.170 -22.399 1.879  O98 1.424, C100 1.515, H109 1.090, H110 1.090
100 C 2.154 -22.350 0.365  C99 1.515, N101 1.441, H111 1.090, H112 1.090
101 N 3.264 -23.078 -0.195  C100 1.441, C102 1.517, H113 1.010
102 C 4.677 -22.696 0.205  N101 1.517, C103 1.524, H114 1.090, H115 1.090
103 C 5.835 -23.445 -0.445  C102 1.524, O104 1.374, H116 1.090, H117 1.090
104 O 5.999 -22.984 -1.728  C103 1.374, C105 1.489
105 C 7.200 -23.626 -2.330  O104 1.489, H118 1.090, H119 1.090, H120 1.090
106 H 1.009 -23.333 4.216  C97 1.090
107 H 2.741 -23.685 4.180  C97 1.090
108 H 1.519 -24.909 3.699  C97 1.090
109 H 3.140 -22.186 2.330  C99 1.090
110 H 1.377 -21.816 2.347  C99 1.090
111 H 2.252 -21.299 0.094  C100 1.090
112 H 1.250 -22.648 -0.165  C100 1.090
113 H 3.188 -22.965 -1.196  N101 1.010
114 H 4.827 -22.885 1.268  C102 1.090
115 H 4.832 -21.628 0.056  C102 1.090
116 H 5.743 -24.529 -0.379  C103 1.090
117 H 6.637 -23.189 0.248  C103 1.090
118 H 7.372 -23.076 -3.255  C105 1.090
119 H 7.102 -24.697 -2.509  C105 1.090
120 H 8.057 -23.426 -1.687  C105 1.090
121 C -3.825 -15.694 3.416  O122 1.455, H130 1.090, H131 1.090, H132 1.090
122 O -2.824 -15.577 2.367  C121 1.455, C123 1.445
123 C -3.275 -16.270 1.183  O122 1.445, C124 1.520, H133 1.090, H134 1.090
124 C -2.236 -16.372 0.079  C123 1.520, N125 1.484, H135 1.090, H136 1.090
125 N -1.203 -17.272 0.649  C124 1.484, C126 1.422, H137 1.010
126 C 0.051 -17.142 -0.007  N125 1.422, C127 1.486, H138 1.090, H139 1.090
127 C 1.005 -18.071 0.650  C126 1.486, O128 1.411, H140 1.090, H141 1.090
128 O 2.284 -17.702 0.184  C127 1.411, C129 1.446
129 C 3.293 -18.057 1.157  O128 1.446, H142 1.090, H143 1.090, H144 1.090
130 H -4.809 -15.349 3.100  C121 1.090
131 H -3.488 -15.017 4.201  C121 1.090
132 H -4.008 -16.658 3.892  C121 1.090
133 H -4.096 -15.613 0.896  C123 1.090
134 H -3.754 -17.219 1.425  C123 1.090
135 H -1.793 -15.396 -0.120  C124 1.090
136 H -2.762 -16.931 -0.695  C124 1.090
137 H -1.140 -16.846 1.563  N125 1.010
138 H 0.411 -16.139 0.223  C126 1.090
139 H 0.106 -17.442 -1.054  C126 1.090
140 H 0.851 -19.110 0.361  C127 1.090
141 H 0.888 -17.917 1.723  C127 1.090
142 H 4.252 -17.701 0.780  C129 1.090
143 H 3.338 -19.124 1.376  C129 1.090
144 H 3.084 -17.540 2.094  C129 1.090
145 N 6.334 -25.907 2.956  C146 1.277, H149 1.010, H150 1.010
146 C 7.449 -25.286 2.921  N145 1.277, N147 1.339, O148 1.162
147 N 8.245 -25.606 3.950  C146 1.339, H151 1.010, H152 1.010
148 O 7.815 -24.532 2.116  C146 1.162
149 H 5.615 -25.483 2.387  N145 1.010
150 H 6.203 -26.695 3.574  N145 1.010
151 H 9.100 -25.095 4.115  N147 1.010
152 H 7.920 -26.351 4.548  N147 1.010
153 N 5.700 -15.712 2.335  C154 1.300, H157 1.010, H158 1.010
154 C 6.251 -14.695 2.929  N153 1.300, N155 1.284, O156 1.222
155 N 5.381 -14.055 3.624  C154 1.284, H159 1.010, H160 1.010
156 O 7.435 -14.395 2.893  C154 1.222
157 H 4.698 -15.708 2.463  N153 1.010
158 H 6.188 -16.479 1.895  N153 1.010
159 H 4.420 -14.167 3.334  N155 1.010
160 H 5.617 -13.108 3.884  N155 1.010
161 N 5.300 -18.602 4.510  C162 1.311, H165 1.010, H166 1.010
162 C 4.190 -19.158 4.932  N161 1.311, N163 1.321, O164 1.213
163 N 4.296 -20.474 4.927  C162 1.321, H167 1.010, H168 1.010
164 O 3.192 -18.540 5.239  C162 1.213
165 H 5.960 -19.265 4.129  N161 1.010
166 H 5.301 -17.626 4.252  N161 1.010
167 H 3.587 -20.956 5.461  N163 1.010
168 H 5.246 -20.783 4.778  N163 1.010
169 N 7.566 -18.829 7.502  C170 1.279, H173 1.010, H174 1.010
170 C 7.989 -17.672 7.846  N169 1.279, N171 1.310, O172 1.182
171 N 8.142 -16.813 6.870  C170 1.310, H175 1.010, H176 1.010
172 O 8.237 -17.469 8.984  C170 1.182
173 H 7.435 -19.523 8.224  N169 1.010
174 H 7.259 -18.973 6.551  N169 1.010
175 H 8.617 -16.001 7.240  N171 1.010
176 H 8.309 -17.142 5.930  N171 1.010
177 N 13.469 -20.111 5.319  C178 1.272, H181 1.010, H182 1.010
178 C 13.170 -20.896 4.363  N177 1.272, N179 1.313, O180 1.251
179 N 12.160 -21.575 4.856  C178 1.313, H183 1.010, H184 1.010
180 O 13.518 -20.972 3.165  C178 1.251
181 H 14.342 -19.631 5.153  N177 1.010
182 H 13.218 -20.365 6.264  N177 1.010
183 H 11.991 -21.640 5.849  N179 1.010
184 H 11.746 -22.292 4.277  N179 1.010
185 N 10.950 -17.830 3.595  C186 1.291, H189 1.010, H190 1.010
186 C 10.006 -16.958 3.712  N185 1.291, N187 1.288, O188 1.186
187 N 10.381 -15.810 3.267  C186 1.288, H191 1.010, H192 1.010
188 O 9.002 -17.167 4.309  C186 1.186
189 H 11.861 -17.571 3.244  N185 1.010
190 H 10.814 -18.749 3.992  N185 1.010
191 H 11.343 -15.703 2.978  N187 1.010
192 H 9.644 -15.121 3.211  N187 1.010